(1)
Formula: C3H9N2O
Source: OMol25
Level of theory: ωB97M-V/def2-TZVPD

Geometry (Å):
N 2.0079 1.1248 -0.8727
C 1.0346 0.6006 -0.1576
O 0.8043 0.9863 1.0482
C 0.1485 -0.4995 -0.7926
C -0.8162 -1.0779 0.1802
N -1.5040 -0.0585 1.0933
H 2.3831 0.8488 -1.7540
H 2.5047 1.9638 -0.5349
H 0.7247 -1.3050 -1.2759
H -0.4037 0.0508 -1.5857
H -0.1711 -1.8860 0.8309
H -1.8086 -1.6259 -0.1101
H -1.8493 -0.4409 2.0002
H -2.2703 0.4605 0.6124
H -0.7845 0.8582 1.3185

Its SMILES is NC(=O)CC[NH3+]. The HOMO-LUMO gap is 0.4170 Ha. For the energy above the lowest of the compared OMol25 structures with the same formula, charge and spin, the calculation gives 27.2 kcal/mol. The net charge is +1. Its LUMO energy is -3.28 eV. The calculation puts the highest occupied orbital energy at -14.6 eV.



(2)
Formula: C3H5LiO4
Source: OMol25
Level of theory: ωB97M-V/def2-TZVPD

Geometry (Å):
O 1.7646 -1.3518 1.1319
C 0.6524 -0.9428 1.3526
O -0.1302 -0.3159 0.4949
O 0.0594 -0.9171 2.5449
H 0.5853 -1.4183 3.1809
C -0.7856 0.7764 -1.5741
O -1.4580 1.6560 -0.7884
C 0.4119 0.1537 -0.8711
H -0.0837 1.1667 -2.4153
H -1.4272 -0.0499 -1.9590
H 1.1752 0.9057 -0.6290
H 0.8091 -0.7348 -1.3769
Li -1.5732 1.0720 0.9087

The HOMO-LUMO gap is 0.2943 Ha. For the energy above the lowest of the compared OMol25 structures with the same formula, charge and spin, the calculation gives 30.6 kcal/mol. Its LUMO energy is -0.28 eV. The calculation puts the highest occupied orbital energy at -8.3 eV.



(3)
Formula: C41H31N4O2PPt
Source: OMol25
Level of theory: ωB97M-V/def2-TZVPD

Geometry (Å):
Pt 0.3295 0.4852 -0.6038
O 0.9121 2.9979 0.4796
C -0.0009 2.4399 -0.0955
C -1.1694 3.0824 -0.6915
C -1.4812 4.3978 -0.3213
C -2.6192 5.0035 -0.8056
C -3.4676 4.3221 -1.6744
C -3.1729 3.0195 -2.0474
C -2.0538 2.3838 -1.5334
P -1.6472 0.6476 -1.9133
C -3.1595 -0.2117 -1.4010
C -3.5093 -1.4787 -1.8711
C -4.6282 -2.1132 -1.3633
C -5.3656 -1.5358 -0.3392
C -4.9693 -0.3185 0.1919
C -3.8759 0.3382 -0.3328
C -1.4860 0.6917 -3.7152
C -0.4695 1.5451 -4.1553
C -0.2033 1.6725 -5.5009
C -0.9255 0.9281 -6.4238
C -1.9283 0.0770 -5.9912
C -2.2187 -0.0427 -4.6425
H -0.8002 4.9173 0.3359
H -2.8398 6.0211 -0.5222
H -4.3597 4.8011 -2.0514
H -3.8256 2.4821 -2.7235
H -2.9050 -1.9669 -2.6246
H -4.9252 -3.0719 -1.7629
H -6.2310 -2.0407 0.0653
H -5.5098 0.1139 1.0202
H -3.5704 1.2917 0.0769
H 0.1122 2.0887 -3.4197
H 0.5764 2.3387 -5.8360
H -0.6979 1.0061 -7.4770
H -2.4833 -0.5066 -6.7132
H -3.0157 -0.7011 -4.3321
C 2.9540 1.0812 6.7775
C 1.8574 0.1093 6.4661
C 1.7927 -1.1145 7.1202
C 0.7854 -2.0165 6.8428
C -0.1944 -1.7125 5.9025
N -1.2231 -2.6478 5.7044
C -2.1624 -2.7442 4.7163
O -3.2490 -3.2438 4.9130
N -1.8350 -2.2579 3.4620
C -0.6028 -2.1751 2.8327
C 0.5479 -2.8457 3.2549
C 1.7175 -2.6619 2.5383
C 1.7241 -1.8221 1.4385
N 0.6201 -1.2188 1.0032
C -0.5090 -1.3993 1.6792
C -0.1418 -0.4861 5.2478
C 0.8789 0.4029 5.5240
H 3.4549 0.8045 7.7035
H 2.5604 2.0918 6.8779
H 3.6925 1.0869 5.9741
H 2.5397 -1.3609 7.8605
H 0.7461 -2.9600 7.3671
H -1.4737 -3.1799 6.5280
H -2.6443 -2.1372 2.8663
H 0.5175 -3.5146 4.0986
H 2.6179 -3.1788 2.8311
H 2.6237 -1.6417 0.8677
H -1.3999 -0.9235 1.2818
H -0.9081 -0.2062 4.5427
H 0.9081 1.3504 5.0053
N 8.3217 -1.2184 -6.2736
C 7.3809 -0.9129 -5.6913
C 6.2234 -0.5740 -4.9615
C 5.0378 -1.2779 -5.1936
C 3.9183 -1.0047 -4.4412
C 3.9653 -0.0274 -3.4407
C 5.1453 0.6946 -3.2340
C 6.2664 0.4269 -3.9872
C 2.8408 0.1919 -2.6152
C 1.9211 0.2873 -1.8282
H 5.0174 -2.0432 -5.9557
H 3.0008 -1.5507 -4.6021
H 5.1664 1.4525 -2.4654
H 7.1841 0.9731 -3.8232

The HOMO-LUMO gap is 0.2262 Ha. Its LUMO energy is -0.82 eV. The calculation puts the highest occupied orbital energy at -7.0 eV.



(4)
Formula: C5H13NO2
Source: OMol25
Level of theory: ωB97M-V/def2-TZVPD

Geometry (Å):
C -0.1772 -0.6277 1.4884
C 0.2033 -0.1407 0.0913
C -0.1098 -1.1198 -1.0818
C 1.2184 -1.3664 -1.9030
O -0.4633 -2.4142 -0.6113
N -0.5661 1.1261 -0.1859
C -0.4143 2.3965 0.5309
O -1.0731 2.1446 1.7475
H 0.0464 0.1656 2.1930
H 0.4028 -1.4268 1.9510
H -1.2356 -0.8311 1.4399
H 1.2587 0.1526 0.1653
H -0.9616 -0.7946 -1.6849
H 1.8873 -0.5248 -2.0516
H 0.9620 -1.6294 -2.9332
H 1.7665 -2.1052 -1.3089
H 0.3439 -2.7989 -0.2842
H -1.5675 0.9890 -0.3649
H 0.6427 2.6423 0.6187
H -0.9387 3.1666 -0.0327
H -1.2250 2.9964 2.2164

Its spin multiplicity is 2. The HOMO-LUMO gap (spin up / spin down) is 0.4268 / 0.2366 Ha. For the energy above the lowest of the compared OMol25 structures with the same formula, charge and spin, the calculation gives 36.7 kcal/mol. The net charge is +1. Its LUMO energy (spin up / spin down) is -2.91 / -8.06 eV. The calculation puts the highest occupied orbital energy (spin up / spin down) at -14.5 / -14.5 eV. The expectation value of S² is 0.75.



(5)
Formula: C4H7NO
Source: OMol25
Level of theory: ωB97M-V/def2-TZVPD

Geometry (Å):
C 1.4024 -1.0065 -0.4969
N 0.9681 -0.2435 -1.3918
C 0.3144 -1.6097 -1.2316
H 2.1470 -0.9950 0.2894
H 0.5142 -2.3349 -2.0177
H -0.6959 -1.6053 -0.8262
C -0.3435 1.0547 1.3735
C -1.0680 1.1753 0.0582
O -1.8988 0.3848 -0.3230
H 0.7107 1.3263 1.2638
H -0.4454 0.0373 1.7576
H -0.7936 1.7494 2.0922
H -0.8115 2.0671 -0.5476

Its SMILES is C1=NC1.CC=O. The HOMO-LUMO gap is 0.3981 Ha. For the energy above the lowest of the compared OMol25 structures with the same formula, charge and spin, the calculation gives 77.2 kcal/mol. Its LUMO energy is 0.99 eV. The calculation puts the highest occupied orbital energy at -9.8 eV.



(6)
Formula: C7H16N2O2
Source: OMol25
Level of theory: ωB97M-V/def2-TZVPD

Geometry (Å):
C -1.0420 1.2567 2.0533
C -0.4695 -0.1388 1.4987
N 0.9304 -0.0543 1.4452
C 1.5350 -1.4535 1.4493
C 1.6993 0.9648 0.7939
C 1.1433 2.2623 0.1752
O 2.8599 0.8052 0.6300
H -2.0182 1.1069 2.2865
H -1.1222 1.8541 1.3222
H -0.3741 1.7298 2.7121
H -0.6710 -0.7762 2.4991
H -0.9107 -0.4178 0.6013
H 0.9772 -2.2966 1.4493
H 2.1957 -1.7205 0.7209
H 2.4341 -1.5190 2.0123
H 0.3646 2.0664 -0.6079
H 0.7996 2.9624 0.8067
H 1.9392 2.7696 -0.2399
C -2.3474 -2.1488 -1.9375
C -1.6416 -0.8133 -2.0369
N -0.3988 -0.5575 -2.6786
O -1.9410 0.0382 -1.2606
H -2.9231 -2.1021 -1.0296
H -1.6783 -3.0448 -2.0865
H -3.1463 -2.2483 -2.7542
H -0.0469 0.3390 -2.3217
H -0.1545 -0.7442 -3.6683

Its SMILES is CCN(C)C(C)=O.CC(N)=O. The HOMO-LUMO gap is 0.3477 Ha. For the energy above the lowest of the compared OMol25 structures with the same formula, charge and spin, the calculation gives 76.9 kcal/mol. Its LUMO energy is 0.73 eV. The calculation puts the highest occupied orbital energy at -8.7 eV.



(7)
Formula: C3H10NO
Source: OMol25
Level of theory: ωB97M-V/def2-TZVPD

Geometry (Å):
C 0.8344 -0.7618 0.2393
O -0.2716 0.2551 0.2382
C 0.8930 -1.4523 -1.0417
C 1.2301 -0.6651 -2.2362
N -2.1347 2.0136 2.3944
H 0.5799 -1.3761 1.1077
H 1.7111 -0.1403 0.4227
H -0.9447 -0.1033 -0.3675
H 0.6244 -2.5091 -1.0705
H 1.5971 -1.3119 -3.0351
H 0.3650 -0.1326 -2.6451
H 1.9829 0.0833 -1.9865
H -2.0486 2.0757 3.3893
H -1.3099 1.7678 1.8865
H -2.8096 2.6022 1.9489

The HOMO-LUMO gap is 0.1326 Ha. For the energy above the lowest of the compared OMol25 structures with the same formula, charge and spin, the calculation gives 91.8 kcal/mol. The net charge is +1. Its LUMO energy is -8.24 eV. The calculation puts the highest occupied orbital energy at -11.9 eV.



(8)
Formula: C3H3Cl3
Source: OMol25
Level of theory: ωB97M-V/def2-TZVPD

Geometry (Å):
C 0.0175 0.2098 0.1805
C -0.2383 1.5603 0.6469
Cl 0.7098 1.9658 1.9960
C -1.2371 2.4975 0.1664
Cl -1.4650 3.9343 0.9801
Cl -2.2803 2.0612 -1.0512
H 1.0802 0.0337 -0.2420
H -0.5717 0.1079 -0.6265
H -0.1436 -0.5188 1.1246

Its SMILES is CC(Cl)=C(Cl)Cl. The HOMO-LUMO gap is 0.3441 Ha. For the energy above the lowest of the compared OMol25 structures with the same formula, charge and spin, the calculation gives 18.3 kcal/mol. Its LUMO energy is 0.72 eV. The calculation puts the highest occupied orbital energy at -8.6 eV.



(9)
Formula: C30H37N6O3S2SiY
Source: OMol25
Level of theory: ωB97M-V/def2-TZVPD

Geometry (Å):
Y -0.8997 -0.5101 -0.0328
N 2.8894 -2.5025 -1.7850
C 1.8998 -2.1700 -0.9249
S 0.2990 -2.7088 -1.3131
N 2.2951 -1.5499 0.1734
N 1.2652 -1.1369 0.9747
C 1.4839 -1.0658 2.2363
C 2.6820 -1.6387 2.9064
C 2.4882 -2.6456 3.8498
C 3.5697 -3.2233 4.4970
C 4.8572 -2.7919 4.2117
C 5.0570 -1.7956 3.2671
C 3.9764 -1.2279 2.6097
C 0.4674 -0.3562 3.0604
C 0.6741 -0.0946 4.4097
C -0.2834 0.6210 5.1129
C -1.4177 1.0601 4.4577
C -1.5449 0.7723 3.1058
N -0.6308 0.0884 2.4278
H 2.6006 -2.7368 -2.7189
H 3.7510 -1.9857 -1.6973
H 1.4818 -2.9845 4.0672
H 3.4059 -4.0120 5.2198
H 5.7044 -3.2392 4.7153
H 6.0616 -1.4703 3.0295
H 4.1420 -0.4884 1.8393
H 1.5740 -0.4359 4.8987
H -0.1331 0.8350 6.1633
H -2.1868 1.6250 4.9655
H -2.4012 1.1055 2.5310
C -4.9453 0.3113 -0.9035
C -3.5893 -0.0818 -0.3872
O -2.9124 0.7468 0.2923
O -3.1285 -1.2317 -0.6271
H -4.9356 1.3513 -1.2229
H -5.6695 0.2213 -0.0906
H -5.2468 -0.3410 -1.7183
C -2.4699 -4.3416 -0.0195
S -2.2069 -3.6353 1.6034
C -3.8778 -3.0623 1.9062
O -1.3521 -2.4117 1.4124
H -2.8674 -3.5716 -0.6787
H -3.1583 -5.1817 0.0765
H -1.5008 -4.6860 -0.3744
H -4.1777 -2.4196 1.0823
H -3.8685 -2.5174 2.8484
H -4.5339 -3.9288 1.9887
C -1.6190 -0.6382 -3.9944
Si -0.6153 0.3737 -2.7262
C -1.0661 2.1908 -3.1445
C 1.1891 0.2417 -3.3491
C 2.2037 0.9726 -2.7208
C 3.5358 0.8582 -3.0944
C 3.8960 0.0035 -4.1296
C 2.9087 -0.7233 -4.7815
C 1.5800 -0.6067 -4.3894
H -1.4105 -0.3330 -5.0252
H -2.6883 -0.4883 -3.8174
H -1.4193 -1.7084 -3.9026
H -0.9936 2.3941 -4.2174
H -0.3951 2.8856 -2.6305
H -2.0863 2.4310 -2.8271
H 1.9438 1.6531 -1.9149
H 4.2929 1.4418 -2.5827
H 4.9322 -0.0845 -4.4333
H 3.1741 -1.3829 -5.6004
H 0.8302 -1.1937 -4.9091
N 2.5074 1.6244 0.7031
C 1.3458 2.2816 0.9806
C 1.3443 3.3303 1.9197
C 0.2142 4.0955 2.0591
C -0.8911 3.8408 1.2472
C -0.8169 2.7727 0.3840
N 0.2466 1.9551 0.2844
H 3.2487 1.6820 1.3790
H 2.4814 0.7799 0.1460
H 2.2385 3.5361 2.4938
H 0.1988 4.9085 2.7745
H -1.7830 4.4488 1.2860
H -1.6524 2.5270 -0.2566

The HOMO-LUMO gap is 0.2150 Ha. For the energy above the lowest of the compared OMol25 structures with the same formula, charge and spin, the calculation gives 0.0 kcal/mol. Its LUMO energy is -0.29 eV. The calculation puts the highest occupied orbital energy at -6.1 eV.



(10)
Formula: C4H5FN2
Source: OMol25
Level of theory: ωB97M-V/def2-TZVPD

Geometry (Å):
C -1.3705 -1.0246 -0.3537
C 0.1258 1.0520 -0.8535
C 1.5947 0.8217 0.6189
C 0.5966 0.0461 0.9076
H -2.7404 -0.2144 -0.0235
H -0.8386 -2.0714 0.6740
H -1.2854 -1.4838 -1.7879
H -0.3493 0.9829 -1.7667
H 2.4906 1.1028 1.3007
N -0.3467 0.0592 -0.0008
N 1.2717 1.5406 -0.5523
F 0.8516 -0.8112 1.8371

The HOMO-LUMO gap is 0.3034 Ha. For the energy above the lowest of the compared OMol25 structures with the same formula, charge and spin, the calculation gives 175.1 kcal/mol. Its LUMO energy is -0.53 eV. The calculation puts the highest occupied orbital energy at -8.8 eV.



(11)
Formula: C4H8N4
Source: OMol25
Level of theory: ωB97M-V/def2-TZVPD

Geometry (Å):
C -0.1758 -0.0288 0.0830
C -0.3481 -1.1858 0.7999
C -0.0843 0.6593 -1.1210
C 0.6867 1.9583 -1.1095
N -0.7032 0.1642 -2.1320
N 0.9034 0.2421 1.9299
N 0.1338 -0.9718 2.0378
N -1.0663 -2.2775 0.4061
H -0.0119 2.7920 -1.1783
H 1.3606 2.0019 -1.9654
H 1.2606 2.0569 -0.1932
H -0.6367 0.7535 -2.9609
H 0.3916 0.9741 2.4347
H 0.4252 -1.6721 2.7070
H -0.8679 -3.1627 0.8437
H -1.2677 -2.3037 -0.5818

The HOMO-LUMO gap is 0.3060 Ha. For the energy above the lowest of the compared OMol25 structures with the same formula, charge and spin, the calculation gives 110.7 kcal/mol. Its LUMO energy is 0.42 eV. The calculation puts the highest occupied orbital energy at -7.9 eV.



(12)
Formula: C4H8O3
Source: OMol25
Level of theory: ωB97M-V/def2-TZVPD

Geometry (Å):
C -0.0343 1.6580 -2.2441
O -0.4338 1.6052 -0.8850
C 0.3103 0.6662 -0.1890
C -0.3062 -0.4418 0.2344
O -1.6388 -0.6443 0.1148
O 0.3820 -1.4508 0.7896
C -0.3016 -2.2583 1.7370
H -0.6811 2.3769 -2.7519
H -0.1314 0.6727 -2.7215
H 1.0108 1.9894 -2.3245
H 1.3712 0.8361 -0.0399
H -1.9978 0.1840 -0.2462
H -0.6752 -1.6580 2.5736
H -1.1326 -2.7952 1.2723
H 0.4429 -2.9689 2.0977

Its SMILES is CO/C=C(\O)OC. The HOMO-LUMO gap is 0.3295 Ha. For the energy above the lowest of the compared OMol25 structures with the same formula, charge and spin, the calculation gives 58.9 kcal/mol. Its LUMO energy is 0.86 eV. The calculation puts the highest occupied orbital energy at -8.1 eV.